Record 1
C6H10O in the gas phase. Source: the OMol25 dataset; level of theory: the ωB97M-V functional and the def2-TZVPD basis.

**Energy relative to the best compared isomer or geometry (same formula, charge and spin)**: 191.1 kJ/mol
**Highest occupied orbital energy**: -8.72 eV
**Multiplicity**: 1
**Net charge**: 0
**Gap between HOMO and LUMO**: 9.852 eV

Positions of all 17 atoms, in Å:
C 0.31124 1.61029 1.81748
C 0.28701 0.36463 2.29922
O 0.26056 -0.81540 1.63145
C -0.38217 -1.15866 0.39979
C -0.59605 -0.20293 -0.76246
C 0.52477 0.43906 -1.53904
C -0.16659 -0.76414 -2.09653
H 0.38559 2.49730 2.44640
H 0.25861 1.79534 0.75400
H 0.38785 0.12411 3.36183
H -1.36103 -1.57746 0.66692
H 0.21277 -2.00359 0.02430
H -1.54846 0.32190 -0.76988
H 0.33499 1.38452 -2.04693
H 1.53573 0.34027 -1.15692
H -0.81437 -0.64639 -2.95839
H 0.36955 -1.70885 -2.07125


Record 2
A molecular structure, C6H10O. Source: the OMol25 dataset; level of theory: the ωB97M-V functional and the def2-TZVPD basis.

**Energy relative to the best compared isomer or geometry (same formula, charge and spin)**: 333.7 kJ/mol
**Highest occupied orbital energy**: -8.87 eV
**Multiplicity**: 1
**Net charge**: 0
**Gap between HOMO and LUMO**: 10.126 eV

Positions of all 17 atoms, in Å:
C -1.96659 -0.16120 0.98594
C -1.50520 0.71334 -0.14713
C -0.93011 -0.66702 0.01452
C 0.47439 -0.85879 0.55163
C 1.70565 -0.51895 -0.26067
C 1.83843 0.54211 0.53361
O 0.78072 0.30834 1.39391
H -1.62180 0.10716 1.98208
H -2.96616 -0.58665 0.95180
H -2.19145 0.89079 -0.97152
H -0.87553 1.55964 0.11072
H -1.26367 -1.41597 -0.70125
H 0.57155 -1.80184 1.10412
H 2.22541 -0.95305 -1.10469
H 1.35766 0.55366 -2.35602
H 1.91661 0.85383 -2.72149
H 2.45010 1.43459 0.63446


Record 3
A molecular structure, C6H10O in a non-equilibrium geometry. Source: the OMol25 dataset; level of theory: the ωB97M-V functional and the def2-TZVPD basis.

**Energy relative to the best compared isomer or geometry (same formula, charge and spin)**: 423.1 kJ/mol
**Highest occupied orbital energy**: -8.50 eV
**Multiplicity**: 1
**Net charge**: 0
**Gap between HOMO and LUMO**: 9.287 eV

Positions of all 17 atoms, in Å:
C 1.03904 -0.87979 -1.21728
C -0.14340 0.10110 -1.28416
C -1.14750 -0.45712 -0.24657
C -0.24344 0.25618 0.75437
C -0.25943 0.32572 2.19019
O 0.89586 -0.44562 1.16690
C 0.11056 1.27972 -0.30311
H 0.95420 -1.37628 0.12002
H 0.87841 -1.79104 -1.78755
H 1.99613 -0.40582 -1.52270
H -0.52268 0.37120 -2.27770
H -2.12525 0.02996 -0.27371
H -1.25676 -1.54553 -0.19684
H 0.14919 1.18201 2.71770
H -0.78608 -0.41576 2.78260
H 1.11472 1.71059 -0.25671
H -0.65359 2.06049 -0.36545


Record 4
C6H10O in the gas phase. Source: the OMol25 dataset; level of theory: the ωB97M-V functional and the def2-TZVPD basis.

**Energy relative to the best compared isomer or geometry (same formula, charge and spin)**: 132.0 kJ/mol
**Highest occupied orbital energy**: -9.36 eV
**Multiplicity**: 1
**Net charge**: 0
**Gap between HOMO and LUMO**: 10.473 eV

Positions of all 17 atoms, in Å:
C -0.95456 1.79734 0.29297
C -0.46740 0.37580 0.13310
C 0.46188 -0.20126 1.23627
C 1.45748 -0.68797 0.14761
C 0.48633 -0.20392 -0.94322
C -0.61963 -1.26491 -1.11341
O -1.51125 -0.54762 -0.23931
H -1.64729 1.85827 1.14227
H -0.12196 2.48112 0.50010
H -1.47951 2.14646 -0.60114
H 0.88598 0.54617 1.91418
H -0.03064 -0.97809 1.82825
H 1.63459 -1.76769 0.11001
H 2.42042 -0.17420 0.16833
H 0.85536 0.37757 -1.79334
H -0.30526 -2.24057 -0.70384
H -1.06454 -1.51651 -2.07883


Record 5
2 unconnected molecules or ions with the total composition C6H10O. Source: the OMol25 dataset; level of theory: the ωB97M-V functional and the def2-TZVPD basis.

**Energy relative to the best compared isomer or geometry (same formula, charge and spin)**: 207.1 kJ/mol
**Highest occupied orbital energy**: -9.66 eV
**Multiplicity**: 1
**Net charge**: 0
**Gap between HOMO and LUMO**: 9.782 eV

Positions of all 17 atoms, in Å:
C -1.96323 0.17402 0.83136
C -1.42661 1.00676 -0.05560
C -0.00089 1.50293 0.02615
C 0.82638 0.71955 -0.95707
C 1.58134 -0.35734 -0.70036
C 1.79228 -0.97277 0.62685
O 1.31833 -0.59863 1.68180
H -1.39372 -0.17152 1.69144
H -2.97812 -0.19643 0.71400
H -2.00575 1.31972 -0.92476
H 0.04075 2.56697 -0.23635
H 0.38166 1.36642 1.03798
H 0.74869 1.03468 -1.99831
H 2.08179 -0.86059 -1.52599
H 2.45081 -1.86699 0.60999
H -0.92344 -2.03420 -0.30645
H -0.53029 -2.63257 -0.51468


Record 6
2 unconnected molecules or ions with the total composition C6H10O. Source: the OMol25 dataset; level of theory: the ωB97M-V functional and the def2-TZVPD basis.

**Energy relative to the best compared isomer or geometry (same formula, charge and spin)**: 445.0 kJ/mol
**Highest occupied orbital energy**: -8.50 eV
**Multiplicity**: 1
**Net charge**: 0
**Gap between HOMO and LUMO**: 9.366 eV

Positions of all 17 atoms, in Å:
C 0.47667 1.55529 -0.31063
C -0.63359 0.59896 0.09604
C -1.33077 -0.24076 -1.01158
C -0.98008 -1.52228 -0.24657
O 0.32445 -2.01438 -0.66385
C 1.02215 -1.36378 0.26722
C -0.24927 -0.72324 0.84018
H 0.96810 1.98306 0.56982
H 0.07025 2.37946 -0.90821
H 1.24502 1.04895 -0.90491
H -1.38374 1.13358 0.68830
H -2.40359 -0.05482 -1.10569
H -0.87046 -0.19712 -2.00354
H -1.70067 -2.33093 -0.11689
H 3.27015 0.52183 1.54325
H 2.90144 -0.04023 1.21448
H -0.41034 -0.78146 1.91733


Number 1: electronic energy -309.76957 Ha. Number 2: electronic energy -309.71529 Ha. Number 3: electronic energy -309.68123 Ha. Number 4: electronic energy -309.79211 Ha. Number 5: electronic energy -309.76349 Ha. Number 6: electronic energy -309.67287 Ha.